[1]
Density functional theory data (wB97M-V/def2-TZVPD) for a structure of composition C29H24Cl2N4O3Sn.

Calculated values
Gap between HOMO and LUMO   0.26164 Eh
Calculated total energy   -73429.6666 eV
Spin multiplicity   1
Total charge   +2

Geometry as XYZ:
```
63
Properties=species:S:1:pos:R:3:forces:R:3
Sn 0.21467 0.06496 0.10314 -0.25 -0.19 -0.21
Cl -1.13837 7.13048 -0.63461 0.00 -0.01 -0.01
C -0.96351 5.42220 -0.77825 -0.03 0.02 0.09
C -0.52525 4.86591 -1.98091 0.02 -0.07 -0.04
C -0.38917 3.49794 -2.11783 -0.01 0.11 0.00
C -0.66761 2.65107 -1.04842 -0.12 -0.03 0.03
O -0.59153 1.32492 -1.23477 0.25 0.02 0.21
C -1.10675 3.21070 0.16973 0.01 -0.05 0.03
C -1.46758 2.41577 1.30349 -0.02 0.06 -0.03
N -1.18025 1.16585 1.47532 0.06 -0.08 -0.14
C -1.61195 0.45124 2.62201 0.06 0.06 0.05
C -2.17661 0.99423 3.74462 -0.01 -0.01 -0.01
C -2.56484 0.17616 4.82582 0.00 -0.03 -0.03
C -2.36012 -1.17235 4.79050 -0.03 0.03 0.01
C -1.73021 -1.75942 3.66818 0.02 -0.02 0.04
C -1.40164 -3.12936 3.60115 0.00 -0.01 -0.08
C -0.71924 -3.61746 2.51691 -0.03 0.02 0.06
C -0.38514 -2.73756 1.48602 -0.05 -0.01 -0.02
N -0.71796 -1.45835 1.49888 0.21 0.00 -0.09
C -1.36242 -0.94187 2.58274 -0.05 -0.04 -0.01
C -1.26720 4.60334 0.28141 0.00 0.10 -0.06
H -0.29980 5.52054 -2.81215 -0.01 0.00 -0.01
H -0.07760 3.06594 -3.05883 0.01 -0.02 0.00
H -2.03983 2.92903 2.07447 0.04 0.01 -0.02
H -2.31904 2.06252 3.83341 -0.05 -0.03 0.02
H -3.02136 0.63554 5.69109 0.00 0.00 0.01
H -2.65312 -1.80186 5.62007 0.01 0.00 0.01
H -1.68224 -3.78180 4.41853 0.02 0.00 0.01
H -0.42835 -4.65494 2.44611 -0.01 -0.01 0.01
H 0.16248 -3.09474 0.62134 -0.01 0.02 -0.02
H -1.62834 5.03437 1.20668 0.01 -0.01 0.01
O 3.91019 -1.49791 -5.84141 -0.01 0.00 0.00
C 4.49092 -0.61421 -4.91549 0.01 0.00 0.02
C 3.53839 -0.42428 -3.77084 -0.01 0.00 0.00
C 3.80976 0.49183 -2.75952 0.03 -0.01 0.00
C 2.92538 0.61151 -1.71088 0.01 0.01 0.03
N 1.80405 -0.11164 -1.62978 -0.13 -0.16 -0.03
C 1.51456 -0.97050 -2.61282 -0.01 -0.01 0.01
C 2.36304 -1.15923 -3.69072 -0.02 0.01 0.02
C 0.19945 -1.65922 -2.50210 -0.01 0.01 0.01
C -0.29160 -2.47141 -3.50556 -0.04 0.07 0.02
C -1.57747 -2.99650 -3.41914 0.05 0.01 -0.03
C -2.08698 -3.87942 -4.53604 0.03 0.04 -0.03
O -1.66701 -3.39448 -5.79122 0.01 -0.03 0.02
C -2.34421 -2.66124 -2.31184 0.00 -0.06 0.04
C -1.78817 -1.87312 -1.32768 -0.04 -0.06 0.10
N -0.53648 -1.40674 -1.39910 0.18 0.19 -0.03
H 4.51005 -1.63655 -6.58119 0.00 0.00 0.00
H 4.70790 0.36434 -5.35836 -0.01 0.00 0.00
H 5.43040 -1.00880 -4.50936 0.01 0.02 -0.01
H 4.70073 1.10527 -2.78124 0.00 0.00 0.00
H 3.11477 1.31357 -0.90908 0.00 0.00 -0.01
H 2.13577 -1.85549 -4.48142 0.01 -0.02 -0.01
H 0.29565 -2.67838 -4.38685 -0.02 0.00 -0.02
H -3.16967 -3.99920 -4.46527 -0.01 0.04 -0.02
H -1.64189 -4.87073 -4.41803 -0.03 -0.01 0.05
H -2.33275 -2.80256 -6.15620 0.00 -0.01 -0.01
H -3.36419 -3.00526 -2.20705 0.00 0.01 0.00
H -2.35616 -1.60268 -0.44751 0.00 -0.01 0.00
Cl 1.74950 -0.20930 3.01191 -0.01 0.03 0.12
C 1.98509 0.22904 1.32214 0.10 0.21 -0.06
H 2.76870 -0.39523 0.90143 -0.08 -0.11 -0.02
H 2.33104 1.26193 1.28543 -0.05 0.01 0.03
```
Positions in Å, forces in eV/Å.

[2]
Density functional theory data (wB97M-V/def2-TZVPD) for a structure of composition C29H24ClIN2O4PSeTl.

Calculated values
Gap between HOMO and LUMO   0.26723 Eh
Calculated total energy   -141585.7324 eV
Spin multiplicity   1

Geometry as XYZ:
```
64
Properties=species:S:1:pos:R:3:forces:R:3
Tl 0.02753 0.16341 -0.27716 0.33 -0.01 0.12
Cl 1.21145 -2.61573 0.67920 -0.01 -0.01 -0.02
C -0.22829 -3.39393 1.26150 0.13 0.01 0.01
C -0.05852 -4.50700 2.06838 0.04 -0.01 0.04
C -1.16342 -5.19153 2.53664 0.02 -0.03 0.03
C -2.44185 -4.78199 2.18863 -0.04 0.00 -0.02
C -2.60426 -3.67268 1.38326 -0.02 -0.01 -0.02
C -1.50085 -2.94887 0.92240 -0.19 0.03 0.02
P -1.82619 -1.53574 -0.14352 -0.09 -0.04 -0.08
C -2.36534 -2.24356 -1.71909 -0.01 0.01 0.02
C -3.59292 -1.95336 -2.30751 -0.01 -0.02 -0.02
C -3.91787 -2.51315 -3.53534 0.02 -0.02 0.03
C -3.02708 -3.36431 -4.17192 -0.02 -0.01 0.02
C -1.81245 -3.67268 -3.57373 -0.01 0.01 -0.02
C -1.47740 -3.11189 -2.35416 0.02 0.01 0.02
C -3.15459 -0.50427 0.51271 -0.03 -0.03 -0.02
C -3.52896 0.57681 -0.29367 -0.02 0.02 -0.03
C -4.46333 1.48924 0.16514 -0.02 -0.01 0.04
C -5.01200 1.33980 1.43500 0.01 0.00 -0.03
C -4.61712 0.28591 2.24304 0.00 0.00 0.01
C -3.68619 -0.63960 1.78886 0.04 -0.01 0.03
H 0.94279 -4.81742 2.33089 0.00 -0.01 0.00
H -1.02346 -6.05147 3.17775 0.01 0.00 0.00
H -3.30746 -5.32374 2.54399 0.00 0.00 0.00
H -3.60131 -3.35656 1.10072 0.00 -0.01 0.00
H -4.29758 -1.29596 -1.81731 -0.01 -0.01 0.01
H -4.86968 -2.27948 -3.99410 0.00 0.00 0.00
H -3.27718 -3.78812 -5.13601 -0.01 0.00 0.00
H -1.11781 -4.33928 -4.06641 0.02 0.00 -0.01
H -0.51348 -3.32600 -1.90830 0.01 -0.01 0.00
H -3.07799 0.70320 -1.27479 -0.02 0.01 0.04
H -4.76069 2.31881 -0.46339 0.00 0.00 0.00
H -5.73945 2.05524 1.79575 0.00 0.00 0.00
H -5.01720 0.18517 3.24302 0.00 0.00 0.00
H -3.34532 -1.42407 2.45398 -0.01 0.03 -0.01
N -0.61295 2.36713 0.14489 0.02 0.01 -0.05
C 0.58393 3.23654 0.15407 0.00 0.03 0.01
C 1.65424 2.70639 1.10599 -0.01 0.00 -0.05
C 2.58875 1.66034 0.50380 0.02 -0.07 0.03
O 3.78222 1.74966 0.66123 0.00 0.01 0.00
O 2.05431 0.67648 -0.19996 -0.03 0.06 0.04
H -1.27380 2.65427 -0.56889 -0.01 0.00 0.01
H -1.07324 2.36605 1.05077 0.00 -0.02 0.01
H 0.30357 4.25218 0.43990 0.00 0.00 0.01
H 0.96294 3.27312 -0.86830 0.01 0.01 0.00
H 1.17993 2.27247 1.99060 -0.01 0.00 0.02
H 2.28520 3.52603 1.44150 0.00 0.00 -0.01
I -2.15538 -1.85692 -8.80145 0.00 0.00 0.00
C -1.51760 -1.23667 -6.91321 0.00 0.01 0.00
C -2.32250 -0.38894 -6.16712 0.01 0.02 0.00
C -1.90149 0.00615 -4.90648 0.04 0.02 -0.03
C -0.69670 -0.45568 -4.39351 -0.03 0.00 -0.01
C 0.10233 -1.30078 -5.15423 0.00 0.00 0.00
C -0.29953 -1.68691 -6.42194 0.01 -0.01 -0.01
C -0.30595 -0.12407 -2.99121 0.13 -0.19 0.13
O -0.91841 0.80930 -2.38422 -0.09 -0.02 -0.07
O 0.56378 -0.83080 -2.41917 -0.15 0.24 -0.16
H -3.26783 -0.04372 -6.56262 0.00 0.00 0.00
H -2.51209 0.66469 -4.30327 0.00 0.00 -0.01
H 1.03325 -1.65904 -4.73537 0.00 0.00 0.00
H 0.32247 -2.34045 -7.01798 0.00 0.00 0.00
Se -1.08846 -1.58526 4.42106 -0.05 0.05 0.00
C -0.62791 -0.53776 3.05634 0.09 -0.06 0.08
N -0.32070 0.14161 2.15340 -0.07 0.04 -0.09
```
Positions in Å, forces in eV/Å.

[3]
Density functional theory data (wB97M-V/def2-TZVPD) for a structure of composition C29H24CrN5O4S at a distorted geometry.

Calculated values
Gap between HOMO and LUMO (alpha / beta)   0.25323 / 0.27165 Eh
Calculated total energy   -85344.5423 eV
Spin multiplicity   2
Expectation value of S²   0.76
Total charge   +2

Geometry as XYZ:
```
64
Properties=species:S:1:pos:R:3:forces:R:3
Cr -0.09964 -0.61252 0.77711 0.76 0.94 0.00
C -2.88513 2.23987 3.06083 -0.04 0.04 -0.02
C -1.37467 2.35967 3.21833 0.02 0.00 0.00
C -0.83021 3.50910 2.35584 0.00 0.00 0.00
C -0.63851 1.04763 3.03122 0.14 0.10 -0.13
C 0.75651 0.98675 3.23499 -0.11 0.16 0.00
C 1.45151 -0.20172 3.20499 0.02 -0.14 -0.09
C 0.79551 -1.42386 2.97626 0.00 -0.20 -0.05
C 1.55523 -2.71898 2.96686 0.00 0.03 0.05
C -0.59374 -1.38406 2.79337 -0.19 -0.18 0.26
C -1.29476 -0.15689 2.78932 -0.20 -0.37 -0.12
H -3.34844 3.20744 3.24902 0.01 0.00 0.00
H -3.32669 1.52871 3.75976 0.01 0.01 0.00
H -3.15474 1.94605 2.04117 0.00 0.00 0.02
H -1.16835 2.62046 4.26278 0.03 -0.04 0.03
H -1.35618 3.54481 1.40061 0.03 0.01 0.03
H 0.24137 3.43240 2.16297 -0.01 0.02 0.04
H -1.00023 4.46284 2.85193 -0.04 -0.01 0.01
H 1.29648 1.90409 3.43726 0.00 -0.01 -0.02
H 2.52471 -0.19978 3.34908 0.00 0.01 0.01
H 2.09487 -2.83475 3.90769 0.00 -0.02 0.00
H 2.29952 -2.73701 2.16846 0.00 0.02 0.00
H 0.89423 -3.57555 2.84854 0.00 0.01 0.00
H -1.15568 -2.30699 2.74356 0.01 -0.01 -0.02
H -2.36837 -0.17448 2.66409 -0.01 -0.02 0.02
S -5.17011 -0.20586 -4.61953 -0.12 0.03 0.02
N -4.23876 0.94116 -3.98241 0.07 -0.16 -0.03
C -3.53611 0.36090 -3.02092 0.14 0.30 0.10
C -2.54190 1.02194 -2.18759 -0.22 0.00 -0.22
C -2.15940 2.36112 -2.30712 -0.05 0.06 -0.06
C -1.17122 2.85625 -1.48323 0.03 0.01 0.01
C -0.57627 2.01571 -0.54988 -0.02 -0.16 -0.09
N -0.95838 0.74451 -0.40825 -0.14 0.02 -0.10
C -1.92162 0.24934 -1.22093 0.04 -0.17 0.25
C -2.23357 -1.15923 -1.03980 0.16 0.19 0.19
N -1.54733 -1.78918 -0.05930 -0.08 -0.09 0.05
C -1.73631 -3.09643 0.11191 -0.05 0.10 -0.01
C -2.63509 -3.82376 -0.66083 0.03 -0.01 0.05
C -3.35499 -3.17827 -1.64194 -0.09 -0.05 -0.09
C -3.15254 -1.81123 -1.84642 -0.20 0.04 -0.21
C -3.82661 -1.01067 -2.85971 0.01 -0.31 0.17
N -4.74662 -1.45724 -3.70205 0.12 0.10 -0.05
H -2.63519 2.98562 -3.05336 0.01 -0.01 0.01
H -0.84083 3.88258 -1.55951 0.00 -0.01 0.00
H 0.22829 2.35119 0.08689 0.02 -0.02 0.00
H -1.15809 -3.57889 0.88873 0.03 -0.01 -0.03
H -2.75393 -4.88275 -0.48029 -0.01 0.02 -0.01
H -4.06604 -3.71028 -2.26161 0.01 0.01 0.01
O 1.75335 0.36520 0.53245 -0.26 0.03 -0.07
C 1.94707 -0.41796 -0.42993 -0.19 -0.34 0.00
O 0.98416 -1.29898 -0.61201 0.30 0.09 0.16
C 3.11552 -0.36914 -1.29499 -0.01 0.01 0.01
C 3.29288 -1.30926 -2.30897 -0.01 -0.05 -0.07
C 4.41547 -1.23467 -3.11481 -0.08 -0.03 0.04
C 5.32125 -0.21931 -2.87498 0.24 -0.22 0.10
C 5.17127 0.72364 -1.87663 -0.04 0.01 0.10
C 4.04738 0.64510 -1.07614 0.11 0.06 -0.02
N 6.52872 -0.13382 -3.74136 -0.50 0.80 -0.66
O 7.32248 0.74103 -3.48119 0.20 -0.24 0.25
O 6.54470 -0.84095 -4.72218 0.16 -0.34 0.20
H 2.56139 -2.09122 -2.46226 0.00 0.02 0.01
H 4.59804 -1.93811 -3.91371 0.00 0.00 0.00
H 5.92293 1.48710 -1.74070 0.00 -0.01 -0.01
H 3.89139 1.36157 -0.28148 -0.01 -0.01 -0.01
```
Positions in Å, forces in eV/Å.

The calculation returns the following ΔE to the lowest compared entry with this formula, charge and spin values, one per record and in order: 0.00; 0.00; 5.41 kcal/mol.